Entry 1:
Below is 5 unconnected molecules or ions with the total composition C27H26BrClF4N, with properties calculated with the ωB97M-V functional and the def2-TZVPD basis.

The value obtained for the HOMO energy is -3.00 eV. The value obtained for the gap between HOMO and LUMO is 5.355 eV. The largest force on an atom comes out at 0.0928 Eh/bohr. Its total energy is -4532.8051 Eh. The calculation puts the LUMO energy at 2.3575 eV. Its charge is -1.

Last column: natural (NBO) charge in e.
CARTESIAN COORDINATES (ANGSTROEM)
1 Br 3.532 0.762 -0.559  -0.172
2 Cl 4.087 0.362 2.602  -0.068
3 F -2.590 -5.385 -0.786  -0.323
4 F -1.891 4.648 0.946  -0.332
5 F 5.686 5.903 6.423  -0.333
6 F -0.547 -1.518 -2.887  -0.309
7 N 2.597 -0.301 2.034  -0.761
8 C -4.606 -4.161 -0.816  -0.293
9 C -1.702 -2.409 -6.208  -0.199
10 C -1.018 3.081 -2.206  -0.203
11 C 0.255 2.596 -1.902  -0.234
12 C -0.424 -3.584 -4.018  -0.282
13 C 3.909 3.325 4.594  -0.183
14 C 0.928 -2.529 -0.486  -0.643
15 C -1.748 3.771 -1.239  -0.308
16 C -0.802 -2.246 -3.982  0.408
17 C -1.331 -3.755 -6.250  -0.239
18 C -4.815 -2.210 0.592  -0.232
19 C -2.762 -3.484 0.599  -0.281
20 C 2.718 -0.694 0.557  -0.104
21 C -1.192 3.980 0.019  0.391
22 C 0.803 2.805 -0.634  -0.187
23 C -0.694 -4.343 -5.156  -0.195
24 C 1.179 -0.966 0.032  -0.430
25 C 3.513 5.049 6.756  -0.307
26 C 4.713 5.059 6.054  0.389
27 C -5.362 -3.089 -0.344  -0.200
28 C 2.699 3.310 5.289  -0.227
29 C -3.514 -2.404 1.063  -0.186
30 C -3.314 -4.351 -0.337  0.398
31 C -1.441 -1.653 -5.065  -0.285
32 C 0.077 3.506 0.329  -0.284
33 C 4.919 4.207 4.974  -0.292
34 C 2.498 4.174 6.369  -0.200
35 H -6.376 -2.938 -0.706  0.212
36 H 5.863 4.238 4.439  0.224
37 H 3.378 5.721 7.598  0.215
38 H -1.753 -3.655 0.960  0.241
39 H 0.078 -4.022 -3.162  0.240
40 H -3.089 -1.716 1.789  0.228
41 H 1.553 4.164 6.907  0.209
42 H 0.824 2.054 -2.654  0.219
43 H -5.403 -1.370 0.957  0.213
44 H 3.354 -1.675 0.495  0.173
45 H -0.410 -5.392 -5.189  0.215
46 H 1.909 2.625 4.990  0.228
47 H 0.993 -3.320 0.375  0.202
48 H 1.760 -2.720 -1.320  0.204
49 H -1.730 -0.608 -5.011  0.228
50 H 1.794 2.423 -0.398  0.257
51 H -0.142 -2.596 -0.966  0.209
52 H 1.056 -0.300 -0.952  0.210
53 H -1.441 2.921 -3.194  0.204
54 H -2.742 4.147 -1.455  0.214
55 H -2.194 -1.952 -7.063  0.212
56 H 0.490 3.685 1.317  0.232
57 H -1.539 -4.346 -7.139  0.209
58 H -5.012 -4.849 -1.550  0.222
59 H 4.064 2.649 3.756  0.259
60 H 0.357 -0.620 0.817  0.228

=====

Entry 2:
Below is 10 unconnected molecules or ions with the total composition C16H39N7O23, with properties calculated with the ωB97M-V functional and the def2-TZVPD basis.

The value obtained for the HOMO energy is -10.88 eV. The value obtained for the gap between HOMO and LUMO is 10.287 eV. The largest force on an atom comes out at 0.0951 Eh/bohr. Its total energy is -2746.0914 Eh. The calculation puts the LUMO energy at -0.5964 eV. The SMILES is C[N+](=O)[O-].C[N+](=O)[O-].C[N+](=O)[O-].C[N+](=O)[O-].C[N+](=O)[O-].C[N+](=O)[O-].C[N+](=O)[O-].COC(=O)OC.COC(=O)OC.COC(=O)OC.

Last column: Mulliken charge in e.
CARTESIAN COORDINATES (ANGSTROEM)
1 O -0.814 -6.285 -1.543  -0.362
2 O 0.542 6.324 2.240  -0.601
3 O -3.802 -0.464 -3.311  -0.599
4 O 6.058 -2.827 2.177  -0.527
5 O -0.612 0.237 -5.523  -0.558
6 O -0.131 -0.287 0.788  -0.543
7 O -2.627 -1.926 -4.299  -0.536
8 O 0.254 1.451 -0.470  -0.354
9 O 2.719 4.732 -1.682  -0.381
10 O -5.690 -1.739 0.457  -0.218
11 O -1.440 2.489 3.813  -0.529
12 O 3.787 0.024 1.180  -0.383
13 O 3.256 2.886 -0.292  -0.485
14 O 0.880 4.314 2.692  -0.497
15 O -0.223 -4.104 -1.343  -0.539
16 O -5.700 -1.169 2.679  -0.590
17 O 5.956 -3.869 0.259  -0.559
18 O 0.161 -0.542 -3.648  -0.464
19 O 3.984 5.001 0.098  -0.360
20 O -3.383 3.298 3.283  -0.598
21 O 0.020 -5.713 0.391  -0.300
22 O 4.252 -0.031 3.286  -0.562
23 O -3.751 -1.650 1.556  -0.026
24 N -2.363 2.589 3.039  1.031
25 N -0.499 0.266 -4.284  0.855
26 N 0.417 0.310 -0.160  0.981
27 N 5.905 -2.900 0.945  0.933
28 N 0.423 5.161 1.989  1.021
29 N 3.744 0.530 2.284  0.859
30 N -3.095 -1.485 -3.285  0.969
31 C 1.652 4.068 -2.405  -0.528
32 C -2.388 1.760 1.868  0.127
33 C 2.717 1.535 2.556  -0.392
34 C 4.559 4.721 1.360  -0.548
35 C -2.875 -2.167 -1.964  0.234
36 C 1.315 -0.602 -0.948  -0.801
37 C 0.810 -4.783 1.114  -0.329
38 C -1.317 -6.033 -2.920  -0.392
39 C 5.813 -1.606 0.182  -0.452
40 C 3.409 4.095 -0.648  0.779
41 C -7.104 -1.934 0.387  -0.741
42 C -0.307 4.746 0.801  -0.215
43 C -3.062 -1.684 2.816  -0.764
44 C -0.954 1.481 -3.654  -0.441
45 C -0.289 -5.276 -0.867  0.813
46 C -5.116 -1.483 1.628  0.629
47 H -0.505 -6.040 -3.648  0.284
48 H 6.602 -1.560 -0.569  0.314
49 H -1.338 4.777 1.152  0.442
50 H 0.133 -3.973 1.386  -0.002
51 H -1.608 2.180 1.233  -0.210
52 H -2.010 -1.773 2.546  0.114
53 H -2.564 -3.207 -2.067  -0.389
54 H 5.856 -0.848 0.964  0.213
55 H -3.275 -0.788 3.401  0.349
56 H -2.025 -6.829 -3.148  0.261
57 H -2.099 -1.618 -1.430  0.096
58 H -3.286 -2.534 3.461  0.360
59 H -1.863 1.910 -4.076  0.299
60 H -7.602 -1.029 0.038  0.306
61 H 0.009 3.802 0.357  -0.495
62 H 0.727 4.174 -1.839  0.197
63 H 1.914 0.945 3.000  0.320
64 H 1.715 2.980 -2.395  0.115
65 H 4.984 3.723 1.470  0.254
66 H 0.727 -1.296 -1.548  0.200
67 H -0.049 5.507 0.064  0.382
68 H 5.397 5.407 1.486  0.291
69 H -2.127 0.715 2.037  -0.172
70 H 1.547 4.249 -3.474  0.443
71 H 3.190 2.159 3.313  0.337
72 H 1.842 -1.319 -0.317  0.227
73 H -3.415 1.856 1.518  0.347
74 H 4.813 -1.633 -0.251  0.092
75 H 3.809 5.008 2.097  0.240
76 H 2.423 2.081 1.660  -0.189
77 H -0.059 2.071 -3.852  0.280
78 H 1.569 -4.321 0.483  0.254
79 H 1.975 0.082 -1.481  0.288
80 H -7.448 -2.267 1.366  0.326
81 H -3.896 -2.312 -1.613  0.205
82 H -1.929 -5.135 -3.007  0.067
83 H 1.192 -5.112 2.081  0.292
84 H -7.379 -2.637 -0.399  0.243
85 H -1.042 1.147 -2.620  -0.038

=====

Entry 3:
Below is C5H7NO in the gas phase, with properties calculated with the ωB97M-V functional and the def2-TZVPD basis.

The value obtained for the HOMO energy is -7.94 eV. The value obtained for the gap between HOMO and LUMO is 8.684 eV. The largest force on an atom comes out at 0.0119 Eh/bohr. Its total energy is -324.6877 Eh. The calculation puts the LUMO energy at 0.7434 eV. The SMILES is Cn1cccc1O.

Last column: natural (NBO) charge in e.
CARTESIAN COORDINATES (ANGSTROEM)
1 O 0.364 2.130 0.194  -0.671
2 N -0.451 -0.028 -0.139  -0.394
3 C 1.795 0.116 -0.158  -0.366
4 C 1.397 -1.220 -0.503  -0.274
5 C 0.633 0.806 0.024  0.434
6 C -1.676 0.159 0.626  -0.416
7 C 0.035 -1.274 -0.492  -0.084
8 H -2.558 0.259 -0.012  0.199
9 H -1.811 -0.697 1.294  0.210
10 H 2.799 0.515 -0.114  0.229
11 H -0.659 -2.066 -0.733  0.209
12 H -0.343 2.274 -0.452  0.480
13 H -1.577 1.057 1.243  0.223
14 H 2.054 -2.032 -0.779  0.222